No. 1
Computed, not measured: C3H6O in the gas phase at a distorted geometry, with wB97M-V/def2-TZVPD.

spin multiplicity = 1
calculated total energy = -193.065118 Ha
gap between HOMO and LUMO = 10.1 eV
net charge = 0
structure (SMILES) = C=CCO

The geometry in XYZ format:
```
10
Properties=species:S:1:pos:R:3:forces:R:3
C 0.2115 -0.8978 0.3480 2.9 0.9 2.2
C 0.6722 0.4902 0.0151 0.5 1.1 -1.2
C -0.1978 1.3486 -0.5385 1.4 2.2 -1.3
H -1.5177 -1.7766 0.4246 1.8 3.2 -2.7
H 0.2579 -0.8152 1.4879 -0.3 -0.8 -1.0
H 0.8126 -1.7631 0.0134 0.5 0.6 0.2
H 1.7187 0.8794 0.1797 -1.3 -0.9 0.2
H 0.2629 2.4098 -0.7795 -1.3 -2.1 0.5
H -1.2060 1.1241 -0.9756 1.2 0.2 0.9
O -1.0143 -0.9992 -0.1750 -5.4 -4.3 2.1
```
Forces are in eV/Å.

No. 2
Computed, not measured: C6H9N in the gas phase, with wB97M-V/def2-TZVPD.

spin multiplicity = 1
calculated total energy = -288.570078 Ha
gap between HOMO and LUMO = 8.1 eV
net charge = 0

The geometry in XYZ format:
```
16
Properties=species:S:1:pos:R:3:forces:R:3
C 1.4977 -0.8180 0.9623 0.0 0.0 0.0
C 0.6315 -0.9292 -0.2437 -0.1 -0.1 0.3
C 0.3890 1.3813 -1.2027 -0.2 0.1 0.1
C -0.3603 1.3305 -0.0980 0.2 0.0 -0.3
C -1.4656 0.3388 0.1343 0.0 0.2 0.2
N -1.8257 -0.6662 -0.8543 0.0 0.0 -0.2
C -0.8278 -1.0021 0.1441 0.1 -0.2 0.1
H 1.0531 -0.4815 1.9127 0.0 -0.1 -0.2
H 2.4207 -0.2624 0.7622 -0.2 -0.2 0.0
H 1.8114 -1.8675 1.0880 0.0 0.0 0.0
H 1.3329 1.9139 -1.2156 -0.2 0.1 0.0
H 0.1217 0.8644 -2.1170 0.0 0.1 0.1
H -0.0305 1.8541 0.7981 -0.1 0.0 -0.1
H -2.2671 0.6188 0.8164 0.2 -0.1 -0.1
H -1.3859 -0.5055 -1.7579 0.0 0.0 0.1
H -1.0951 -1.7694 0.8712 0.0 0.1 0.0
```
Forces are in eV/Å.

No. 3
Computed, not measured: a molecular structure, C18H41BeF3O9P2SSi, with wB97M-V/def2-TZVPD.

spin multiplicity = 1
calculated total energy = -3072.759776 Ha
gap between HOMO and LUMO = 8.6 eV
net charge = 0

The geometry in XYZ format:
```
76
Properties=species:S:1:pos:R:3:forces:R:3
Be -0.5658 0.7027 1.6738 0.0 -0.1 -0.2
C -2.9321 -1.1391 -1.4359 -0.1 -0.1 -0.1
C -2.1110 -2.3378 -1.0305 0.1 0.0 0.0
C -2.3102 -3.5506 -1.9100 -0.1 0.1 0.0
O -0.6899 -1.9549 -1.1608 -0.1 -0.1 0.0
P 0.1711 -1.5390 0.0832 0.1 0.1 0.3
O -0.5954 -0.9617 1.2201 -0.2 0.0 -0.1
C 1.3368 -0.3806 -0.6301 0.1 0.0 -0.5
P 0.5416 1.2179 -0.9122 0.2 -0.3 0.0
O -0.5165 1.4362 0.0977 -0.3 0.2 0.5
O -0.1250 1.1906 -2.3279 0.1 0.0 -0.1
C 0.6819 1.1237 -3.5416 0.0 -0.1 0.0
C 0.1353 -0.0247 -4.3607 0.0 0.0 0.0
C 0.6023 2.4650 -4.2324 0.0 0.0 0.0
O 1.6512 2.3010 -1.0409 0.1 0.0 -0.2
C 2.8285 2.5373 -0.1883 -0.1 0.0 0.0
C 2.6706 3.9245 0.3845 0.0 0.0 0.1
C 4.0369 2.3695 -1.0794 0.1 0.0 0.1
O 0.9612 -2.7824 0.5980 0.0 -0.1 0.0
C 1.8684 -3.5635 -0.2355 0.0 0.0 0.0
C 3.2713 -3.3278 0.2798 0.1 0.0 -0.1
C 1.4208 -5.0041 -0.1410 0.0 0.0 -0.1
H -3.9932 -1.3780 -1.3580 0.0 0.0 0.0
H -2.7075 -0.8652 -2.4679 0.0 0.0 0.0
H -2.7272 -0.2846 -0.7955 0.0 0.1 0.1
H -2.2883 -2.5857 0.0174 0.0 0.0 0.0
H -2.0968 -3.3020 -2.9500 0.0 0.0 0.0
H -3.3451 -3.8865 -1.8447 0.0 0.0 0.0
H -1.6630 -4.3708 -1.6044 0.0 0.0 0.0
H 1.6875 -0.7871 -1.5851 0.1 0.1 0.1
H 2.1765 -0.2788 0.0589 0.0 0.0 0.1
H 1.7167 0.9185 -3.2492 0.0 0.0 -0.1
H -0.9120 0.1543 -4.6036 0.0 0.0 0.0
H 0.2024 -0.9644 -3.8122 0.0 0.0 0.0
H 0.6935 -0.1223 -5.2920 0.0 0.0 0.0
H -0.4393 2.7175 -4.4304 0.0 0.0 0.0
H 1.1355 2.4281 -5.1827 0.0 0.0 0.0
H 1.0391 3.2472 -3.6147 0.0 0.0 0.0
H 2.8255 1.7952 0.6098 0.0 0.0 0.0
H 2.6212 4.6625 -0.4161 0.0 0.0 0.0
H 3.5216 4.1576 1.0227 0.0 0.0 0.0
H 1.7663 3.9866 0.9868 0.0 0.0 0.0
H 3.9981 3.0726 -1.9114 0.0 0.0 0.0
H 4.0996 1.3560 -1.4769 0.0 0.0 0.0
H 4.9438 2.5623 -0.5061 0.0 0.0 0.0
H 1.7685 -3.2137 -1.2699 0.0 0.0 0.0
H 3.3526 -3.6672 1.3111 0.0 0.0 0.0
H 3.5338 -2.2716 0.2574 0.0 0.0 0.0
H 3.9892 -3.8783 -0.3302 0.0 0.0 0.0
H 1.4990 -5.3550 0.8871 0.0 0.0 0.0
H 2.0501 -5.6327 -0.7721 0.0 0.0 0.0
H 0.3871 -5.1128 -0.4667 0.0 0.0 0.0
F 3.5583 2.1676 3.2513 0.0 0.1 -0.1
C 2.7568 1.3651 3.9661 0.1 -0.2 0.1
F 1.8245 2.1118 4.5461 0.0 0.0 0.0
F 3.4938 0.7833 4.9160 -0.1 0.1 -0.1
S 1.9999 0.0733 2.8867 0.2 0.1 0.3
O 1.3457 -0.8231 3.7812 0.0 -0.1 0.0
O 3.0939 -0.4123 2.0764 -0.1 0.0 0.1
O 1.0838 0.9077 2.0668 -0.1 0.2 -0.1
C -4.0272 -0.6810 2.0250 0.0 0.1 0.0
Si -3.5422 1.1281 2.3105 0.0 -0.1 -0.1
C -3.9084 2.1112 0.7313 0.1 0.0 0.1
C -4.7142 1.7948 3.6280 0.1 0.0 0.0
C -1.7638 1.2208 2.7936 -0.2 0.0 0.1
H -4.8981 -0.7805 1.3751 -0.1 0.0 0.0
H -4.2678 -1.1599 2.9758 0.0 0.0 0.1
H -3.1996 -1.2397 1.5895 0.1 0.0 -0.1
H -4.7165 1.6612 0.1519 -0.1 0.0 0.0
H -3.0313 2.1913 0.0894 0.1 0.0 0.0
H -4.2203 3.1266 0.9839 0.0 0.1 0.0
H -5.7628 1.7104 3.3418 -0.1 0.0 -0.1
H -4.5036 2.8487 3.8177 0.0 0.1 0.0
H -4.5765 1.2574 4.5672 0.0 0.0 0.1
H -1.6522 0.5905 3.6864 0.1 0.0 0.1
H -1.5390 2.2428 3.1206 0.0 0.1 0.0
```
Forces are in eV/Å.

No. 4
Computed, not measured: a gas-phase ion, C5H9ClN3 (charge +1) at a distorted geometry, with wB97M-V/def2-TZVPD.

spin multiplicity = 1
calculated total energy = -820.048814 Ha
gap between HOMO and LUMO = 8.2 eV
net charge = +1
structure (SMILES) = [H]/N=C(C)/N=C\CC(=[NH2+])Cl

The geometry in XYZ format:
```
18
Properties=species:S:1:pos:R:3:forces:R:3
C 1.4302 0.8693 -0.1540 0.0 -3.6 2.1
C 0.4924 -1.1084 0.8178 -4.4 -1.7 -1.1
C 0.3847 1.3106 -1.1057 -1.3 0.9 1.6
C -0.8905 1.7552 -0.3366 -0.2 -2.8 -2.1
C 0.9092 -2.5335 0.7429 1.5 1.3 0.1
N 1.4214 -0.1973 0.5528 2.0 2.3 0.0
N -0.7646 -0.7386 0.8834 -0.2 -1.5 0.7
N -2.1232 1.4646 -0.6985 -0.7 0.8 0.3
Cl -0.6747 2.5971 1.0315 0.2 1.5 1.1
H 2.3161 1.4023 0.0545 0.8 1.3 -0.5
H 0.8356 2.2360 -1.4005 -0.3 0.8 -1.2
H 0.2169 0.6111 -1.9006 -0.3 -0.2 -0.5
H 1.7802 -2.8298 1.2659 0.6 0.1 1.5
H 1.3175 -2.6881 -0.2033 0.6 0.2 -2.3
H 0.1933 -3.2666 0.7686 -2.2 -1.3 0.8
H -1.4685 -1.5534 1.1126 2.2 1.8 -0.4
H -2.8640 2.0620 -0.2944 0.6 -0.7 0.1
H -2.5119 0.6072 -1.1366 1.2 0.9 -0.2
```
Forces are in eV/Å.

No. 5
Computed, not measured: C9H18N2O4 in the gas phase at a distorted geometry, with wB97M-V/def2-TZVPD.

spin multiplicity = 1
calculated total energy = -763.992218 Ha
gap between HOMO and LUMO = 9.9 eV
net charge = 0
structure (SMILES) = CC(C)C[C@H](NC(=O)[C@@H](N)CO)C(=O)O

The geometry in XYZ format:
```
33
Properties=species:S:1:pos:R:3:forces:R:3
C -2.3351 -0.8918 0.5311 -5.9 -0.1 0.2
C -0.9071 -1.2674 0.4161 3.7 -0.4 1.4
C -3.3395 -0.6015 -0.7214 -2.1 -7.5 3.2
C 1.3037 -0.3469 -0.7256 -0.3 -0.5 -2.4
C 2.2611 -1.5315 -0.4733 1.0 -1.1 3.6
C 1.8716 0.8641 0.1033 -2.3 0.4 2.9
C 1.0039 2.1910 0.1786 0.6 -0.4 -0.3
C 0.7862 2.9329 -1.1628 -2.5 3.1 -1.6
C 1.2297 2.9862 1.5242 2.3 2.2 -2.4
H -3.6594 0.7076 0.8518 4.1 -0.8 3.0
H -2.1987 0.2889 2.2353 -2.0 1.3 -2.6
H -3.0683 -1.7286 1.0153 2.5 1.5 -0.4
H -4.4306 -0.5248 -0.2587 1.8 -0.2 -0.2
H -3.4525 -1.5688 -1.3098 0.4 1.2 0.2
H -2.9804 1.0927 -0.8974 0.9 5.4 3.4
H -0.9004 -0.2890 -1.2103 0.5 0.8 -0.9
H 1.4350 -0.2962 -1.8419 -0.4 0.7 1.1
H 2.9021 1.2794 -0.0425 -0.5 -1.7 -0.2
H 1.6538 0.3681 1.1887 1.5 1.5 -2.1
H 0.0988 1.8247 0.4485 -3.4 -1.4 0.0
H 0.2702 2.3565 -2.0130 1.4 0.0 1.3
H 1.6323 3.5632 -1.6230 -0.9 -1.3 0.9
H -0.1676 3.8003 -1.1702 2.7 -2.1 0.9
H 2.1442 3.7247 1.1890 -1.9 -1.5 1.7
H 0.3242 3.6680 1.7500 1.5 -1.4 -0.2
H 1.5435 2.2564 2.3248 -0.5 1.2 -0.7
H 1.0490 -1.9163 1.0615 2.7 -0.7 0.7
N -2.5250 0.4767 1.1860 -1.0 -1.6 0.8
N -0.2217 -0.7246 -0.6153 0.6 0.5 1.1
O -0.2612 -1.9131 1.3215 -2.5 1.3 -1.6
O -3.0553 0.4054 -1.4332 1.1 -0.1 -7.2
O 3.0717 -1.8326 -1.3183 -1.1 0.0 1.5
O 2.2178 -2.0199 0.9658 -2.3 1.6 -5.2
```
Forces are in eV/Å.

No. 6
Computed, not measured: a molecular structure, C4H5O4Sm at a distorted geometry, with wB97M-V/def2-TZVPD.

spin multiplicity = 7
calculated total energy = -1114.025936 Ha
gap between HOMO and LUMO (alpha / beta) = 7.3 / 7.6 eV
net charge = +1
<S²> = 12.0081

The geometry in XYZ format:
```
14
Properties=species:S:1:pos:R:3:forces:R:3
O -0.8866 -1.1156 0.7684 -0.5 0.7 0.8
C 0.3839 -2.1106 0.1600 2.7 -2.4 -0.2
O 0.9301 -2.8720 0.8732 -2.3 1.8 -0.7
O 1.0311 1.8706 0.0468 0.0 2.0 1.0
C 0.0955 2.4969 0.5238 0.0 -0.1 0.9
C -1.3012 1.9702 0.4694 -0.2 0.1 -0.1
O -1.3418 0.8267 -0.3527 -0.2 0.9 -0.8
C -1.9016 -0.3976 0.1824 0.2 -1.0 1.3
Sm 0.8400 -0.0195 -1.0782 0.0 -2.0 -1.5
H 0.2755 3.4114 1.1125 0.0 0.0 -0.3
H -1.9699 2.7586 0.0877 0.1 -0.1 0.1
H -1.6130 1.7635 1.5075 0.1 0.0 -0.2
H -2.4192 -0.8999 -0.6475 0.2 0.2 0.0
H -2.6124 -0.1147 0.9724 -0.2 0.0 -0.3
```
Forces are in eV/Å.